Computed, not measured: a molecular structure, C14H40Cl2N6O2P2 at a distorted geometry, with ωB97M-V/def2-TZVPD.

CARTESIAN COORDINATES (ANGSTROEM)
Cl 3.28227 -1.03085 2.41627
C 1.49926 -1.16260 2.14880
C 1.14611 -2.34147 1.23187
Cl 2.11447 -2.56473 -0.23986
H 1.09459 -0.24644 1.71871
H 1.09832 -1.29780 3.15333
H 0.08450 -2.26240 0.99771
H 1.31853 -3.30130 1.71880
O -0.48370 -0.35013 0.66658
P -1.89592 -0.12996 1.23512
N -2.55145 -1.45681 2.11577
C -2.15024 -2.72719 1.69593
C -3.61433 -1.38391 3.09084
N -3.09870 -0.01153 -0.04299
C -4.49722 -0.28300 0.04084
C -2.68447 -0.23837 -1.52301
N -2.02032 1.33469 2.21102
C -3.28041 2.16616 2.29047
C -0.80722 1.68583 2.97015
H -2.95779 -3.13916 1.09074
H -2.14692 -3.37994 2.56886
H -1.19262 -2.69616 1.17624
H -4.62068 -1.52623 2.69700
H -3.45764 -0.45195 3.63397
H -3.47995 -2.04078 3.95024
H -4.80398 -1.29184 -0.23531
H -4.74890 -0.08630 1.08298
H -5.04993 0.57383 -0.34442
H -3.04886 0.58011 -2.14382
H -1.59844 -0.25647 -1.61409
H -2.93018 -1.19673 -1.98047
H -4.18166 1.59503 2.06762
H -3.39703 2.58066 3.29181
H -3.19619 3.03439 1.63686
H 0.03581 0.99525 2.94751
H -0.96696 1.65486 4.04793
H -0.42460 2.62759 2.57672
O 2.21102 0.35333 -4.19992
P 2.23233 0.51136 -2.71435
N 0.95910 -0.11999 -1.78983
C 0.02764 0.82766 -1.10013
C 0.39824 -1.45952 -2.06361
N 2.46755 2.14017 -2.22842
C 1.98306 3.28598 -2.96465
C 3.22797 2.51124 -0.99965
N 3.58787 -0.32170 -2.04998
C 3.69780 -0.67239 -0.63852
C 4.71597 -0.73905 -2.84619
H -0.52759 0.34811 -0.29399
H -0.67782 1.22509 -1.82984
H 0.54958 1.65620 -0.62138
H -0.44138 -1.06781 -2.63782
H 0.09471 -1.83563 -1.08662
H 1.09446 -2.15037 -2.53912
H 1.96811 3.02946 -4.02393
H 0.92320 3.39344 -2.73385
H 2.60791 4.17328 -2.86284
H 2.60960 2.31972 -0.12270
H 4.17262 1.97945 -0.88592
H 3.41353 3.58298 -1.07073
H 2.88474 -0.56924 0.08008
H 4.00975 -1.71527 -0.69494
H 4.46216 -0.08649 -0.12805
H 4.79566 -0.07867 -3.70970
H 4.53216 -1.69785 -3.33099
H 5.63247 -0.79783 -2.25909

HOMO energy, eV: -7.60
Spin multiplicity: 1
E, eV: -71820.10424
HOMO-LUMO gap, eV: 7.87

=====

Computed, not measured: 7 unconnected molecules or ions with the total composition C14H40F6O10PS6 at a distorted geometry, with ωB97M-V/def2-TZVPD.

CARTESIAN COORDINATES (ANGSTROEM)
P -0.33473 -0.40436 -0.56510
F -1.82993 -1.03761 -0.23822
F 0.27868 -1.75996 0.07150
F -0.45045 -1.09993 -2.03875
F 1.14247 0.13011 -0.91960
F -0.99505 0.90702 -1.24986
F -0.33754 0.36095 0.85381
O 2.21391 -1.24674 -5.18611
S 3.22091 -1.30921 -4.16479
O 4.53753 -1.82618 -4.51482
O 3.42023 0.12798 -3.51368
C 4.66964 0.83088 -3.65208
C 5.16035 1.27394 -2.28602
C 2.59357 -2.29417 -2.81883
H 4.53240 1.68248 -4.31961
H 5.34554 0.14822 -4.16722
H 6.14395 1.73980 -2.25885
H 5.33921 0.36822 -1.70302
H 4.35549 1.87205 -1.86450
H 1.68118 -1.92361 -2.35099
H 3.29224 -2.39389 -1.98659
H 2.44102 -3.30912 -3.18120
O -0.88598 -1.60175 4.92826
S -1.69122 -2.19376 3.89550
O -1.29584 -3.42797 3.25904
O -3.16687 -2.48408 4.54311
C -4.31431 -2.36614 3.70654
C -5.43925 -3.09164 4.45000
C -1.98264 -0.85794 2.71882
H -4.18317 -2.82194 2.72398
H -4.53743 -1.29615 3.65111
H -5.25001 -4.15791 4.30263
H -6.41715 -2.79129 4.07496
H -5.45910 -2.99972 5.53546
H -2.46874 -1.28770 1.84514
H -1.01914 -0.48768 2.37519
H -2.54730 -0.16203 3.33236
C -1.66605 3.62134 -2.34325
S -2.82865 4.72246 -3.14502
O -4.01327 4.78341 -2.25002
C -1.78147 6.20034 -2.87669
H -1.39733 4.02929 -1.36799
H -0.76862 3.51244 -2.95169
H -2.13088 2.65414 -2.17135
H -0.74105 5.96915 -3.09472
H -1.92602 6.54642 -1.85181
H -2.09359 7.03002 -3.51236
C 0.97792 5.15857 0.31627
S 0.90218 3.69425 1.39746
O 1.50245 4.11593 2.70146
C -0.87814 3.49997 1.70588
H 0.43856 5.03331 -0.61950
H 2.01487 5.45888 0.20057
H 0.48247 5.92093 0.92502
H -1.07205 3.21541 2.73632
H -1.39995 2.81604 1.03281
H -1.42514 4.43024 1.50717
C -2.09629 -6.83092 -1.40768
S -1.47893 -5.67511 -0.09367
O 0.00557 -5.69255 -0.11516
C -1.80436 -4.13474 -0.96057
H -3.17467 -6.75748 -1.27569
H -1.68844 -7.83768 -1.30548
H -1.73315 -6.59058 -2.40901
H -1.59109 -3.36187 -0.21649
H -2.83590 -3.97838 -1.28757
H -1.14865 -3.85785 -1.78602
C 3.81591 0.45954 1.07964
S 3.66984 0.71677 2.90151
O 3.34064 2.15858 3.13636
C 2.07527 -0.11923 2.99477
H 3.51557 -0.58207 0.92738
H 4.86773 0.57423 0.84309
H 3.11466 1.01829 0.46441
H 1.44601 0.40424 2.27149
H 1.52865 0.02018 3.92568
H 2.21295 -1.15510 2.68688

HOMO energy, eV: -6.18
Charge: -1
Spin multiplicity: 1
E, eV: -126250.66223
HOMO-LUMO gap, eV: 8.37